1.
# C2H7NS

An isolated molecule of C2H7NS in a non-equilibrium geometry (ωB97M-V with the def2-TZVPD basis set, the Open Molecules 2025 dataset).

Last columns: bonded neighbours and bond lengths (Å).
Atoms and positions in Å:
1 S 1.1043 -1.0136 0.0188  C3 1.786, H7 1.308
2 N -0.7147 1.3010 -1.0051  C4 1.441, H5 1.015, H10 1.037
3 C -0.0817 -0.0539 0.9479  S1 1.786, C4 1.548, H6 1.070, H8 1.052
4 C -1.2354 0.5338 0.0985  N2 1.441, C3 1.548, H9 1.097, H11 1.136
5 H -0.3023 2.1438 -0.6182  N2 1.015
6 H 0.4222 0.6881 1.5308  C3 1.070
7 H 0.9415 -0.3010 -1.0653  S1 1.308
8 H -0.4551 -0.7704 1.6213  C3 1.052
9 H -1.8792 -0.2964 -0.2183  C4 1.097
10 H -1.5280 1.6523 -1.5448  N2 1.037
11 H -1.9628 1.1150 0.7502  C4 1.136

Summary:
* HOMO energy: -0.3213 Eh
* SMILES: NCCS
* E_tot: -14512.4958 eV
* energy above the lowest of the compared OMol25 structures with the same formula, charge and spin: 15.9 kJ/mol

***

2.
# C2H6O3PS

The ion C2H6O3PS with charge -1 in a non-equilibrium geometry (ωB97M-V with the def2-TZVPD basis set, the Open Molecules 2025 dataset).

Last columns: bonded neighbours and bond lengths (Å).
Atoms and positions in Å:
1 S 1.2096 -1.4244 2.6325  C6 1.886, H8 1.438
2 P -1.2778 0.1523 -0.5712  O3 1.790, O4 1.650, O5 1.454
3 O -0.0079 -0.2674 0.6184  P2 1.790, C6 1.318
4 O -0.3724 1.3795 -1.2017  P2 1.650, C7 1.366
5 O -2.2463 0.9071 0.2085  P2 1.454
6 C -0.2266 -1.2919 1.4177  S1 1.886, O3 1.318, H10 1.114, H12 1.163
7 C 0.5871 1.1617 -2.1489  O4 1.366, H9 1.248, H11 1.071, H13 1.106
8 H 0.9233 -0.5730 3.7558  S1 1.438
9 H 1.7374 1.4251 -1.7440  C7 1.248
10 H -1.2396 -1.2878 1.8817  C6 1.114
11 H 0.5162 0.2012 -2.6179  C7 1.071
12 H -0.0963 -2.2465 0.7670  C6 1.163
13 H 0.4934 1.8639 -2.9981  C7 1.106

Summary:
* HOMO energy: -0.1339 Eh
* SMILES: COP([O-])OCS
* E_tot: -28439.3151 eV
* charge: -1
* energy above the lowest of the compared OMol25 structures with the same formula, charge and spin: 204.2 kJ/mol

***

What did the second record say?
# C2H6O3PS

The ion C2H6O3PS with charge -1 in a non-equilibrium geometry (ωB97M-V with the def2-TZVPD basis set, the Open Molecules 2025 dataset).

Last columns: bonded neighbours and bond lengths (Å).
Atoms and positions in Å:
1 S 1.2096 -1.4244 2.6325  C6 1.886, H8 1.438
2 P -1.2778 0.1523 -0.5712  O3 1.790, O4 1.650, O5 1.454
3 O -0.0079 -0.2674 0.6184  P2 1.790, C6 1.318
4 O -0.3724 1.3795 -1.2017  P2 1.650, C7 1.366
5 O -2.2463 0.9071 0.2085  P2 1.454
6 C -0.2266 -1.2919 1.4177  S1 1.886, O3 1.318, H10 1.114, H12 1.163
7 C 0.5871 1.1617 -2.1489  O4 1.366, H9 1.248, H11 1.071, H13 1.106
8 H 0.9233 -0.5730 3.7558  S1 1.438
9 H 1.7374 1.4251 -1.7440  C7 1.248
10 H -1.2396 -1.2878 1.8817  C6 1.114
11 H 0.5162 0.2012 -2.6179  C7 1.071
12 H -0.0963 -2.2465 0.7670  C6 1.163
13 H 0.4934 1.8639 -2.9981  C7 1.106

Summary:
* HOMO energy: -0.1339 Eh
* SMILES: COP([O-])OCS
* E_tot: -28439.3151 eV
* charge: -1
* energy above the lowest of the compared OMol25 structures with the same formula, charge and spin: 204.2 kJ/mol